# 1
DFT (ωB97M-V/def2-TZVPD) results for 10 unconnected molecules or ions with the total composition C37H51F3O30 in a non-equilibrium geometry.

```
121
Properties=species:S:1:pos:R:3
C 16.8724 14.4665 10.3123
C 18.3376 14.2302 9.8384
O 18.1349 14.0522 8.4433
C 16.9220 13.6336 8.2562
O 16.5435 13.2832 7.1234
O 16.1807 13.5832 9.3884
F 18.7431 13.1083 10.4669
H 16.6193 15.5266 10.2977
H 16.7211 14.0402 11.3040
H 19.0137 15.0555 10.0617
C 16.4696 13.8282 19.2817
C 15.7186 12.7554 18.6328
O 16.1510 12.6674 17.2740
C 16.9158 13.8255 17.0410
O 17.3680 14.0643 15.9895
O 17.0822 14.4922 18.1607
F 14.5058 13.2347 18.5744
H 17.3272 13.3757 19.7795
H 15.8784 14.5625 19.8289
H 15.6724 11.8193 19.1893
C 14.7836 21.3260 18.1382
C 16.1130 20.5117 18.0124
O 17.0065 21.4656 17.5736
C 16.3697 22.5152 17.0032
O 16.8952 23.3341 16.2598
O 15.0825 22.3671 17.3344
F 15.9630 19.5910 17.1022
H 14.7988 21.7618 19.1371
H 13.8910 20.7542 17.8843
H 16.4094 20.0767 18.9669
C 15.9533 20.5860 13.3713
C 15.6620 19.3869 12.4984
C 16.2022 19.5977 11.0198
O 16.9290 18.4594 10.8108
C 17.1925 17.7792 11.8938
O 17.9612 16.8229 12.0262
O 16.3993 18.2602 12.8931
H 16.9971 20.8639 13.2256
H 15.7987 20.3218 14.4174
H 15.2713 21.4359 13.3449
H 14.6017 19.1345 12.4880
H 16.8185 20.4814 10.8542
H 15.3410 19.6303 10.3526
C 11.7256 15.0851 20.4982
C 12.3803 15.8819 19.3157
C 11.5217 17.0973 19.0315
O 12.4207 18.1309 18.9233
C 13.5496 17.8131 19.4700
O 14.5021 18.5599 19.6497
O 13.5480 16.4661 19.7540
H 10.6759 14.9150 20.2591
H 11.8482 15.7275 21.3702
H 12.2795 14.1465 20.4770
H 12.5581 15.2439 18.4500
H 10.8998 17.3170 19.8993
H 10.9953 16.8565 18.1078
C 17.1880 11.3845 13.0216
C 16.1657 11.0912 14.1288
C 14.7473 11.0868 13.7034
O 14.3532 9.7952 14.1860
C 15.4399 9.0713 14.7778
O 15.4286 7.8867 15.0235
O 16.4394 9.8494 14.7634
H 18.1219 11.8210 13.3758
H 16.8479 12.2334 12.4285
H 17.2494 10.6115 12.2556
H 16.1958 11.8241 14.9351
H 14.7112 11.1047 12.6141
H 14.2652 11.9724 14.1174
C 7.0109 17.2276 11.6288
C 7.5902 16.2816 12.7330
C 8.8464 15.5287 12.4149
O 9.7941 16.5217 12.8002
C 9.2867 17.3344 13.7742
O 9.9876 18.0199 14.5061
O 7.9427 17.2045 13.7737
H 6.4485 18.1378 11.8365
H 6.3379 16.7543 10.9139
H 7.8520 17.4822 10.9839
H 6.8812 15.5326 13.0859
H 8.8991 15.5211 11.3262
H 8.8532 14.5538 12.9024
C 9.9382 23.1709 14.6416
C 10.3621 21.7280 14.3145
C 11.4967 21.6976 13.2725
O 12.4865 20.8104 13.8041
C 12.1034 20.4269 15.0992
O 12.6793 19.5429 15.7279
O 11.0069 21.1262 15.4521
H 10.9091 23.6600 14.7205
H 9.3805 23.4421 15.5380
H 9.2781 23.6097 13.8934
H 9.4885 21.1669 13.9826
H 11.9309 22.6741 13.0578
H 10.8895 21.3699 12.4287
C 10.6712 12.0357 13.4257
C 10.3515 12.2183 14.9340
C 11.5738 12.2594 15.8716
O 11.3753 13.4660 16.6333
C 10.5728 14.2386 15.9634
O 10.3409 15.3878 16.2911
O 9.9419 13.5574 14.9327
H 10.8508 11.0014 13.1324
H 11.5782 12.5651 13.1337
H 9.8818 12.3276 12.7330
H 9.5706 11.6062 15.3853
H 12.4505 12.4327 15.2475
H 11.6518 11.3432 16.4570
C 14.9957 16.6258 15.9527
C 13.7807 16.0498 15.1802
C 13.1054 16.8933 14.1111
O 13.0992 16.1229 12.8954
C 13.8875 15.0113 13.0413
O 14.0897 14.1489 12.2270
O 14.2758 14.9276 14.3753
H 15.8921 16.5880 15.3337
H 15.2280 16.1620 16.9113
H 14.8156 17.6930 16.0820
H 13.0323 15.7827 15.9263
H 13.5305 17.8795 13.9249
H 12.0739 17.1828 14.3121
```

Calculated values
Highest occupied orbital energy   -10.291 eV
Molecular weight   1032.78 g/mol
Spin multiplicity   1
ΔE to the lowest compared entry with this formula, charge and spin   100.4 kcal per mole
E_LUMO   0.007 Ha
Total energy   -3997.31469 a.u.
Largest force on an atom   0.1205 hartree/bohr
HOMO-LUMO gap   10.5 eV

=====

# 2
DFT (ωB97M-V/def2-TZVPD) results for a molecular structure, C37H51F5N3O4STeV in a non-equilibrium geometry.

```
103
Properties=species:S:1:pos:R:3
V -0.1537 0.7342 1.1236
C -4.6881 1.1375 -1.1464
C -4.2461 0.4566 0.1486
C -5.4363 0.3564 1.1107
C -3.6202 -0.9021 -0.0787
C -4.2083 -1.7691 -0.9956
C -3.8028 -3.0854 -1.1149
C -2.8019 -3.5677 -0.2855
C -2.1529 -2.7196 0.6067
C -1.1265 -3.3002 1.5630
C -1.8500 -3.9672 2.7369
C -0.1805 -4.3000 0.8992
C -2.5353 -1.3693 0.6625
N -1.7575 -0.5239 1.5263
C -2.2253 -0.4127 2.8061
O -3.2483 -0.8694 3.2857
C -1.2009 0.2260 3.7277
C -1.2778 0.2982 5.1049
C -0.1319 0.6741 5.7986
C 1.0641 0.9148 5.1251
C 1.0521 0.8348 3.7482
N -0.0684 0.5231 3.1140
C 2.2425 0.9287 2.8165
O 3.3706 1.0655 3.2704
N 1.8513 0.8013 1.5297
C 2.8615 0.8416 0.5139
C 3.3925 -0.3946 0.0920
C 4.2943 -0.4230 -0.9629
C 4.6893 0.7510 -1.5828
C 4.2186 1.9551 -1.1052
C 3.3089 2.0465 -0.0457
C 3.0111 3.4925 0.3697
C 2.3401 3.7756 1.7117
C 2.2529 4.2306 -0.7429
C 3.0678 -1.6958 0.8057
C 3.0549 -2.9076 -0.1309
C 4.0824 -1.9332 1.9298
H -4.9163 2.1842 -0.9445
H -3.9040 1.1122 -1.9064
H -5.5865 0.6660 -1.5534
H -3.5004 1.0932 0.6377
H -6.2668 -0.1634 0.6223
H -5.1798 -0.1850 2.0171
H -5.7639 1.3624 1.3786
H -5.0249 -1.4040 -1.6068
H -4.2814 -3.7407 -1.8326
H -2.5185 -4.6114 -0.3379
H -0.5252 -2.4806 1.9632
H -2.4381 -4.8141 2.3736
H -1.1336 -4.3383 3.4741
H -2.5329 -3.2714 3.2267
H -0.6940 -5.2318 0.6529
H 0.2523 -3.9008 -0.0177
H 0.6333 -4.5528 1.5822
H -2.2089 0.0432 5.5898
H -0.1587 0.7418 6.8787
H 1.9918 1.1438 5.6295
H 4.6935 -1.3692 -1.3043
H 5.3811 0.7267 -2.4159
H 4.5756 2.8775 -1.5490
H 4.0104 3.9397 0.4377
H 1.3072 3.4385 1.7379
H 2.8962 3.3425 2.5427
H 2.3227 4.8588 1.8538
H 1.2022 3.9537 -0.7642
H 2.3068 5.3082 -0.5699
H 2.6695 4.0219 -1.7302
H 2.0764 -1.6078 1.2614
H 4.0703 -3.2346 -0.3655
H 2.5503 -3.7448 0.3488
H 2.5426 -2.6997 -1.0718
H 5.0763 -2.0737 1.4969
H 4.1291 -1.0877 2.6145
H 3.8247 -2.8325 2.4951
C 2.1571 1.6577 -4.7951
C 0.7836 2.2839 -4.5799
C -0.2701 1.3132 -4.0554
S 0.0888 0.8537 -2.3563
O -1.2742 0.5288 -1.7431
C 0.8646 -0.7798 -2.6122
C -0.0939 -1.9527 -2.4728
C -1.1505 -2.0428 -3.5667
H 2.8606 2.3953 -5.1835
H 2.1135 0.8313 -5.5101
H 2.5769 1.2768 -3.8604
H 0.4163 2.7049 -5.5190
H 0.8562 3.1072 -3.8659
H -0.3699 0.4134 -4.6637
H -1.2350 1.8128 -3.9660
H 1.6457 -0.8190 -1.8489
H 1.3566 -0.7675 -3.5870
H -0.5996 -1.8893 -1.5078
H 0.5080 -2.8680 -2.4643
H -1.8239 -1.1883 -3.5177
H -1.7520 -2.9430 -3.4399
H -0.6900 -2.0762 -4.5593
F -1.2709 4.5563 0.1652
Te -2.0338 2.9342 -0.3423
F -1.7032 2.4307 1.8477
F -3.0312 3.7893 -1.7569
F -0.7092 3.2869 -1.8618
F -3.5752 3.6922 0.5527
O 0.0339 2.0847 0.2896
```

Calculated values
Highest occupied orbital energy (spin up / spin down)   -6.237 / -6.266 eV
Molecular weight   907.43 g/mol
Total charge   -1
Spin multiplicity   2
E_LUMO (spin up / spin down)   0.049 / 0.057 Ha
Total energy   -4015.50318 a.u.
Largest force on an atom   0.0497 hartree/bohr
HOMO-LUMO gap (spin up / spin down)   7.6 / 7.8 eV

=====

# 3
DFT (ωB97M-V/def2-TZVPD) results for a molecular structure, C37H51FN5O4PPt.

```
100
Properties=species:S:1:pos:R:3
Pt 0.8851 -1.9403 1.7067
C -3.1573 4.5307 0.3628
C -3.5527 3.1444 -0.1143
N -2.4378 2.1814 -0.0470
C -2.3453 1.3802 1.0149
C -1.3678 0.4314 1.2212
C -1.4957 -0.3159 2.5403
O -2.4434 -0.0414 3.2480
O -0.6157 -1.2084 2.8660
C -0.3697 0.2932 0.2400
O 0.5878 -0.5473 0.2395
C -0.4347 1.1863 -0.9060
C 0.5472 1.1129 -1.9003
C 0.4940 1.9478 -2.9769
F 1.4281 1.8177 -3.9353
C -0.5133 2.9203 -3.1228
C -1.4792 2.9915 -2.1352
C -1.4657 2.1235 -1.0350
N -0.5787 3.8249 -4.2110
C -1.7639 3.8035 -5.0598
C -2.1282 5.2521 -5.4116
N -0.8698 6.0807 -5.3396
C 0.2989 5.3314 -5.9082
C 0.6189 4.1424 -4.9871
H -4.0042 5.2088 0.2628
H -2.3190 4.9345 -0.2064
H -2.8672 4.5017 1.4117
H -3.9315 3.1499 -1.1356
H -4.3480 2.7392 0.5074
H -3.1075 1.4784 1.7787
H 1.3398 0.3801 -1.8241
H -2.2335 3.7611 -2.2125
H -2.5969 3.3380 -4.5405
H -1.5835 3.2196 -5.9701
H -2.8328 5.6874 -4.7062
H -2.5272 5.3475 -6.4194
H -0.6746 6.2840 -4.3579
H -1.0018 6.9707 -5.8206
H 1.1402 6.0138 -5.9982
H 0.0003 5.0152 -6.9058
H 1.4253 4.3981 -4.3015
H 0.9615 3.3190 -5.6169
C 2.7077 0.6026 2.2403
N 2.2760 -0.7033 2.6979
C 2.7596 -1.2552 3.7617
C 2.2859 -2.5340 4.1140
C 2.4448 -3.3622 5.2206
C 1.5536 -4.4203 5.0524
C 0.8733 -4.1992 3.8574
N 1.3346 -3.0835 3.2700
C 1.6414 1.6614 2.4108
C 1.5405 2.6863 1.4744
C 0.6113 3.7028 1.6406
C -0.2340 3.6984 2.7439
C -0.1443 2.6745 3.6757
C 0.7898 1.6608 3.5086
H 2.9771 0.5211 1.1846
H 3.6116 0.8919 2.7860
H 3.5069 -0.7403 4.3610
H 3.1166 -3.1960 6.0469
H 1.3955 -5.2514 5.7186
H 0.0812 -4.7867 3.4340
H 2.2080 2.6952 0.6190
H 0.5606 4.5107 0.9199
H -0.9407 4.5049 2.8923
H -0.7999 2.6585 4.5361
H 0.8437 0.8626 4.2387
C -2.5098 -3.7467 2.3568
C -2.2125 -3.2303 0.9481
P -0.4600 -3.3891 0.4972
C -0.2434 -2.9865 -1.2762
C -1.5125 -2.5747 -2.0181
C -0.0306 -5.1468 0.6051
C -0.9370 -6.0253 -0.2601
H -3.5541 -3.5612 2.6026
H -1.9017 -3.2400 3.1047
H -2.3429 -4.8230 2.4260
H -2.4849 -2.1762 0.8554
H -2.7996 -3.7711 0.2029
H 0.2045 -3.8730 -1.7278
H 0.5169 -2.2112 -1.3311
H -2.2616 -3.3662 -2.0272
H -1.2702 -2.3426 -3.0552
H -1.9701 -1.6870 -1.5759
H -0.0755 -5.4711 1.6404
H 1.0135 -5.2131 0.2966
H -1.9739 -5.9908 0.0751
H -0.6072 -7.0609 -0.1930
H -0.9061 -5.7406 -1.3119
C 3.5562 -4.5959 1.1614
C 3.5298 -3.0975 0.9083
C 4.5105 -2.6997 -0.1832
O 2.2484 -2.6519 0.4667
H 4.5478 -4.9079 1.4929
H 3.3301 -5.1358 0.2385
H 2.8403 -4.8846 1.9310
H 3.8133 -2.5812 1.8298
H 4.2347 -3.1787 -1.1246
H 5.5233 -3.0102 0.0758
H 4.5028 -1.6190 -0.3304
```

Calculated values
Highest occupied orbital energy   -12.104 eV
Molecular weight   874.90 g/mol
Total charge   +2
Spin multiplicity   1
ΔE to the lowest compared entry with this formula, charge and spin   0.0 kcal per mole
E_LUMO   -0.191 Ha
Total energy   -2575.35123 a.u.
Largest force on an atom   0.0018 hartree/bohr
HOMO-LUMO gap   6.9 eV

=====

# 4
DFT (ωB97M-V/def2-TZVPD) results for 3 unconnected molecules or ions with the total composition C37H51I2N4O8S in a non-equilibrium geometry.

```
103
Properties=species:S:1:pos:R:3
C -1.6578 0.9258 8.0982
C -0.8408 0.7650 7.0220
C -1.2391 -0.2285 5.9063
C -2.1542 0.2536 4.8561
C -2.7387 1.6998 4.7959
O -3.6491 2.0296 5.4969
O -2.2235 2.6005 3.8856
C -1.0154 2.1134 3.2528
C -0.3601 3.2170 2.3019
C -0.2766 2.6230 0.8218
C 0.7872 1.4391 0.7958
C 1.6067 1.3472 -0.5598
C 3.1166 1.8167 -0.4381
C 4.1766 0.7428 -0.9057
C 4.8570 1.0840 -2.3035
C 6.2267 1.8598 -2.1600
C 7.3649 1.0399 -1.4211
C 8.6204 0.7010 -2.3316
C 9.9726 0.7776 -1.4825
C -2.5480 -0.7040 3.7910
I -3.9317 0.0151 2.3061
C -2.0045 -2.0557 3.8200
O -2.3345 -2.9410 2.8395
C -1.2273 -3.1083 1.8726
C -1.5088 -2.1130 0.6916
N -0.5186 -2.1555 -0.3998
C -0.0531 -3.5159 -0.7349
C -1.1822 -4.5462 -1.1782
C -0.5982 -5.5084 -2.3266
O -2.3601 -3.9474 -1.7190
N -1.1390 -2.5007 4.8305
S -0.5369 -4.1367 4.8788
C -0.7618 -1.6202 5.8591
I 0.5308 -2.2934 7.4616
H -2.7360 0.6433 8.0423
H -1.2482 1.3888 9.0290
H 0.1026 1.3564 6.8998
H -0.2092 1.8475 3.9977
H -1.2264 1.2356 2.5750
H 0.7122 3.3766 2.6133
H -0.9202 4.1873 2.3468
H -1.2861 2.1490 0.6350
H -0.0672 3.4426 0.0724
H 1.4586 1.4957 1.6982
H 0.1962 0.4778 0.8900
H 1.5518 0.3066 -0.9802
H 1.0757 2.0030 -1.3128
H 3.2396 2.7301 -1.0837
H 3.3204 2.0445 0.6473
H 3.7662 -0.2973 -0.9741
H 5.0201 0.7184 -0.1569
H 4.1694 1.7138 -2.9444
H 5.0633 0.1339 -2.8810
H 6.5578 2.1464 -3.1993
H 6.0397 2.7909 -1.5502
H 6.9686 0.0666 -1.0330
H 7.7226 1.6567 -0.5507
H 8.6763 1.3005 -3.2734
H 8.5356 -0.3798 -2.6525
H 10.4408 -0.2338 -1.3468
H 10.6834 1.4867 -1.9919
H 9.7864 1.1634 -0.4373
H -1.2663 -4.1906 1.5806
H -0.2265 -2.8729 2.3210
H -2.5772 -2.2542 0.3739
H -1.4475 -1.0725 1.1370
H -0.8601 -1.6922 -1.2407
H 0.6316 -3.3989 -1.6277
H 0.6025 -3.9743 0.0627
H -1.3925 -5.2402 -0.3132
H -0.6565 -6.5941 -2.0419
H 0.4522 -5.2538 -2.6167
H -1.2557 -5.4022 -3.2369
H -2.1771 -3.0916 -2.1402
H -0.7885 -4.6294 6.1439
C -5.5245 -6.2799 -3.5359
C -6.2546 -6.8248 -4.5853
C -5.8867 -6.5621 -5.8981
C -4.7839 -5.7563 -6.1463
C -4.0532 -5.2016 -5.1046
C -4.4275 -5.4657 -3.7943
N -4.3765 -5.4962 -7.5316
O -5.0503 -5.9825 -8.4211
O -3.3845 -4.8112 -7.7114
H -5.8108 -6.4914 -2.5115
H -7.1096 -7.4576 -4.3799
H -6.4615 -6.9911 -6.7087
H -3.1956 -4.5690 -5.2965
H -3.8618 -5.0399 -2.9732
C -2.0844 9.0756 0.8177
C -0.9582 8.2666 0.9127
C -0.8253 7.1610 0.0845
C -1.8247 6.8785 -0.8377
C -2.9566 7.6767 -0.9346
C -3.0839 8.7791 -0.1011
N -1.6764 5.7257 -1.7316
O -0.6779 5.0340 -1.6066
O -2.5540 5.5252 -2.5494
H -2.1829 9.9419 1.4622
H -0.1819 8.5005 1.6312
H 0.0558 6.5372 0.1659
H -3.7391 7.4560 -1.6492
H -3.9612 9.4106 -0.1698
```

Calculated values
Highest occupied orbital energy   -11.309 eV
Molecular weight   965.71 g/mol
Total charge   +1
Spin multiplicity   1
E_LUMO   -0.174 Ha
Total energy   -3254.33154 a.u.
Largest force on an atom   0.0610 hartree/bohr
HOMO-LUMO gap   6.6 eV